{"formula": "C29H58Br2N8O6P2", "method": "wB97M-V/def2-TZVPD", "orbital_gap_ev": 7.13, "total_energy_ev": -213875.7893, "smiles": "C/C(Br)=C(\\Br)C1=C(CCC(=O)O)C(=O)C(CCCCN)=C(CN)C1=O.CN(C)P(=O)(N(C)C)N(C)C.CN(C)P(=O)(N(C)C)N(C)C", "lumo_energy_ha": -0.031, "molar_mass_g_mol": 836.59, "elements": ["C", "C", "Br", "C", "Br", "C", "C", "C", "C", "C", "O", "O", "C", "O", "C", "C", "C", "C", "C", "N", "C", "C", "N", "C", "O", "H", "H", "H", "H", "H", "H", "H", "H", "H", "H", "H", "H", "H", "H", "H", "H", "H", "H", "H", "H", "H", "H", "C", "N", "C", "P", "O", "N", "C", "C", "N", "C", "C", "H", "H", "H", "H", "H", "H", "H", "H", "H", "H", "H", "H", "H", "H", "H", "H", "H", "H", "C", "N", "C", "P", "O", "N", "C", "C", "N", "C", "C", "H", "H", "H", "H", "H", "H", "H", "H", "H", "H", "H", "H", "H", "H", "H", "H", "H", "H"], "coordinates": [[7.699002, -3.308376, 1.668125], [7.183833, -2.392626, 0.548896], [8.213270, -0.913265, -0.111939], [5.996722, -2.633193, 0.016998], [4.951527, -4.160182, 0.634010], [5.357405, -1.823510, -1.065431], [5.508532, -2.178929, -2.332247], [6.330563, -3.351707, -2.845893], [7.734228, -2.774815, -3.291529], [8.313890, -3.446298, -4.543636], [9.450323, -3.756951, -4.549041], [7.593067, -3.659439, -5.688218], [4.824798, -1.307460, -3.375249], [5.291304, -1.075081, -4.443618], [3.481624, -0.697866, -2.954400], [2.448332, -0.597905, -4.060349], [1.870024, -2.055438, -4.303744], [1.759942, -2.875489, -2.978951], [0.775539, -4.070289, -3.112249], [1.250566, -5.109417, -4.056576], [3.328267, -0.314025, -1.687318], [2.056033, 0.345342, -1.176084], [1.207374, -0.528185, -0.332269], [4.513146, -0.572152, -0.764017], [4.798829, 0.124308, 0.154760], [8.641373, -2.932505, 2.094058], [6.950422, -3.380010, 2.472060], [7.841841, -4.331216, 1.279194], [6.514399, -4.117116, -2.076992], [5.812966, -3.820782, -3.701065], [8.480476, -2.841910, -2.492816], [7.593524, -1.707662, -3.545257], [6.746442, -4.089698, -5.495092], [2.908402, -0.297551, -5.018610], [1.637282, 0.114100, -3.859214], [0.915958, -2.039677, -4.852443], [2.631567, -2.579947, -4.914111], [2.719423, -3.302473, -2.650627], [1.306008, -2.202492, -2.228682], [-0.256976, -3.716421, -3.300727], [0.754600, -4.542503, -2.109332], [1.021388, -6.010530, -3.647336], [0.721747, -5.007490, -4.918389], [1.455081, 0.812794, -1.968825], [2.384774, 1.196331, -0.539794], [1.295954, -0.265125, 0.647349], [0.246204, -0.261644, -0.551473], [-2.560461, 4.618716, -0.186382], [-2.395540, 4.214167, -1.564015], [-1.545587, 5.127756, -2.313106], [-2.669493, 2.685193, -2.282401], [-1.288386, 2.099507, -2.014652], [-3.514608, 1.538156, -1.309493], [-4.289504, 1.822081, -0.119395], [-2.876312, 0.234915, -1.142019], [-4.195628, 3.248979, -2.884420], [-4.929792, 4.445341, -2.530452], [-5.024610, 2.261307, -3.575239], [-3.104436, 5.572700, -0.146333], [-1.599508, 4.752728, 0.324160], [-3.142048, 3.925674, 0.412187], [-2.058451, 5.472782, -3.221222], [-0.607581, 4.648739, -2.613613], [-1.288744, 6.015515, -1.734746], [-3.656931, 1.927118, 0.769641], [-4.988918, 1.002588, 0.081912], [-4.921479, 2.704642, -0.222149], [-2.093068, 0.262094, -0.372437], [-2.430081, -0.107307, -2.074308], [-3.610972, -0.521284, -0.850954], [-5.325925, 4.405222, -1.512200], [-5.780527, 4.591427, -3.201519], [-4.329485, 5.348116, -2.639172], [-5.736325, 1.796455, -2.886524], [-4.409609, 1.476804, -4.012188], [-5.587679, 2.715299, -4.395646], [-5.040097, 2.327727, 5.606699], [-4.737501, 1.274953, 4.666565], [-5.808377, 1.070250, 3.704277], [-3.219506, 0.575948, 4.261866], [-2.903422, 1.648035, 3.215915], [-1.914437, 0.997511, 5.309933], [-2.018749, 1.573541, 6.631527], [-0.718415, 1.538058, 4.664876], [-3.637691, -0.728761, 5.332592], [-4.707445, -0.810764, 6.305250], [-2.605310, -1.744151, 5.547154], [-5.896729, 2.031056, 6.227984], [-5.292714, 3.270892, 5.106790], [-4.237152, 2.543917, 6.302130], [-6.119288, 0.016445, 3.693610], [-5.494635, 1.342504, 2.690219], [-6.693004, 1.661672, 3.942727], [-2.182117, 2.657665, 6.595475], [-1.092720, 1.405492, 7.190832], [-2.799719, 1.110860, 7.234449], [-0.830744, 2.603340, 4.427217], [-0.494038, 1.003821, 3.743474], [0.155283, 1.424760, 5.312589], [-4.549341, -0.142314, 7.155806], [-4.791838, -1.825153, 6.704432], [-5.683031, -0.600236, 5.869053], [-2.011768, -1.517229, 6.437607], [-1.932935, -1.799589, 4.693125], [-3.041915, -2.739181, 5.670576]], "forces_ev_per_a": [[0.512, 0.598, -0.215], [0.039, -0.901, 0.903], [-0.267, -0.632, 0.471], [-0.729, 0.698, -0.468], [0.316, 0.783, -0.388], [-0.415, -0.213, 0.347], [-0.256, -0.618, -1.016], [0.800, 0.800, -0.019], [-1.203, -0.058, -0.865], [-0.656, 0.082, 0.617], [1.993, -0.275, -0.140], [-0.583, -0.136, 0.484], [-1.206, 0.042, 2.004], [0.689, -0.119, -1.508], [0.303, 0.124, -0.877], [-0.241, -0.854, -0.515], [1.343, -0.296, 0.631], [-1.759, 0.037, -0.861], [0.679, 0.003, 0.933], [-0.553, 0.499, 0.252], [-0.142, -0.347, -0.033], [0.759, 1.196, 1.252], [-0.488, 0.249, -0.247], [-0.516, -1.333, -0.979], [0.064, 0.930, 1.301], [-0.332, -0.191, -0.227], [0.254, 0.165, -0.301], [0.078, 0.449, 0.101], [-0.362, 0.297, -0.220], [0.108, 0.238, 0.391], [-0.255, -0.098, -0.303], [0.151, -0.449, 0.046], [0.006, 0.511, -0.041], [0.029, 0.072, 0.570], [0.324, -0.264, 0.212], [0.301, 0.119, 0.215], [-0.584, 0.206, -0.092], [-0.194, 0.477, -0.008], [0.569, -0.424, 0.087], [0.423, -0.083, -0.148], [-0.126, 0.231, -0.410], [0.015, 0.051, -0.407], [0.250, -0.304, 0.013], [0.342, -0.467, 0.121], [-0.019, -0.254, -0.470], [0.277, -0.134, -0.210], [0.143, -0.300, 0.003], [-0.135, -0.104, 0.223], [-0.026, 0.873, -0.062], [-0.034, -0.354, -0.458], [-1.593, 1.328, 6.826], [-0.015, -0.212, -3.811], [0.381, -1.172, -0.238], [-0.702, 0.288, -0.127], [0.342, 0.023, -0.028], [0.804, -1.371, -1.964], [0.418, 0.884, -0.322], [-0.004, 0.001, -0.134], [0.102, 0.051, 0.018], [0.014, -0.014, -0.011], [0.062, -0.179, -0.138], [0.096, 0.051, -0.066], [0.036, 0.049, -0.004], [-0.146, -0.111, 0.142], [-0.013, 0.022, 0.010], [0.090, -0.095, -0.098], [0.178, 0.150, -0.080], [0.009, -0.071, -0.010], [0.082, 0.081, 0.069], [-0.159, 0.196, 0.058], [0.129, -0.058, 0.060], [0.061, -0.294, -0.085], [0.056, -0.065, 0.189], [0.003, -0.019, 0.013], [-0.007, -0.082, 0.087], [0.086, 0.078, 0.030], [0.124, 0.098, 0.087], [-1.249, 0.046, 0.175], [0.360, -0.336, -0.197], [-1.318, 5.334, 5.368], [0.486, -3.256, -2.299], [1.160, -0.134, -0.682], [-0.176, -0.682, 0.509], [-0.048, 0.141, -0.282], [1.489, -1.327, -1.726], [-0.960, -0.171, -0.398], [-0.024, -0.182, -0.097], [-0.079, 0.081, -0.050], [-0.004, 0.017, -0.008], [0.157, -0.093, -0.130], [-0.069, -0.026, -0.116], [-0.056, 0.015, -0.034], [0.123, 0.039, 0.167], [-0.031, 0.005, -0.020], [0.058, 0.001, -0.127], [-0.163, 0.053, -0.140], [0.045, -0.030, -0.069], [-0.099, 0.117, -0.031], [-0.164, -0.071, 0.181], [0.053, 0.125, -0.100], [0.290, -0.043, -0.123], [0.070, 0.157, 0.062], [0.010, 0.011, 0.008], [0.087, 0.071, 0.044], [-0.070, 0.063, -0.042]], "mulliken_charge": [-1.276, 0.588, -0.126, -1.126, -0.086, 1.076, 0.753, -1.066, -0.347, 0.307, -0.513, -0.481, 0.194, -0.577, 0.416, -1.300, -0.756, 0.699, -1.099, -0.558, 1.600, -1.299, -0.539, -0.605, -0.570, 0.364, 0.356, 0.327, 0.376, 0.543, 0.289, 0.407, 0.351, 0.362, 0.171, 0.537, 0.213, -0.087, -0.064, 0.383, 0.478, 0.239, 0.222, 0.360, 0.515, 0.289, 0.042, -0.958, 0.265, -1.128, 0.868, -0.782, 0.313, -1.304, -1.062, -0.092, -0.820, -1.001, 0.341, 0.341, 0.250, 0.343, 0.195, 0.430, 0.357, 0.431, 0.322, 0.184, 0.351, 0.383, 0.216, 0.367, 0.247, 0.295, 0.321, 0.368, -1.016, 0.320, -0.904, 0.848, -0.864, 0.283, -1.197, -0.986, -0.071, -0.796, -1.049, 0.354, 0.325, 0.265, 0.354, -0.041, 0.443, 0.350, 0.397, 0.233, 0.290, 0.246, 0.348, 0.215, 0.351, 0.245, 0.312, 0.329, 0.391]}